Density functional theory data (the ωB97M-V functional and the def2-TZVPD basis) for a cluster of 11 separate species, C24H60N12O14S in total.

The geometry in XYZ format:
```
111
Properties=species:S:1:pos:R:3:forces:R:3
H -1.68071 3.04418 5.51717 -0.0238 0.0503 -0.1601
C 5.84546 -0.27271 -0.09511 -0.1383 -1.2949 1.2425
C -1.33378 -6.41176 1.93984 -0.1753 1.0538 1.5661
H 4.95646 2.04797 4.48505 -0.1001 0.1928 0.3191
C 0.17092 3.42834 -2.57673 0.3209 -1.3557 -0.4022
O 1.34609 -2.01686 4.69632 -0.2031 0.6762 0.2833
H 3.88685 -2.01168 -5.26734 -0.2193 -0.1144 0.2374
C -2.03340 -4.28940 2.65168 0.9767 0.9235 0.6796
N 4.28984 -2.06969 -4.35140 1.0699 0.8543 -0.1923
H -2.79054 -3.50990 2.73830 -0.0803 -0.1997 0.7653
C -4.69063 1.70667 -3.77851 -1.7013 0.8394 0.8035
N 3.15940 -1.03524 5.56098 0.1886 0.4992 1.2948
O 0.56489 -0.97362 -1.10960 2.5163 0.4197 -0.8272
N 4.40214 -2.39129 -2.14061 0.0975 0.5160 -0.0304
H -5.39189 1.02769 -3.29301 0.2471 -0.4443 -0.2678
O -4.53906 3.93097 -4.49626 -0.2425 0.9046 -0.3347
H 3.63741 3.13926 4.89820 0.1410 -0.1921 0.1953
H -4.02000 1.25015 -4.50438 0.1261 -0.1477 0.3299
H 4.02029 -0.53306 5.44440 -0.0720 -0.0969 0.1267
C 0.19540 4.17185 -0.27568 1.0994 -0.7536 -2.3471
H -0.70210 -3.50825 1.14347 0.0876 -0.0930 -0.2332
H -3.39455 -4.33611 -2.20691 -0.2987 -0.4508 0.5228
C -0.33030 3.08582 -1.20763 -2.6270 0.8009 1.0214
H -3.09380 4.45553 -2.98810 -0.2286 0.5804 -0.5246
H -2.48092 1.14998 2.26600 0.4560 -0.6218 0.1023
O 1.45564 4.41948 -0.93738 2.0103 1.2586 1.4718
H -0.45886 4.10350 -3.15422 0.0537 0.2597 0.3122
H 2.47445 2.92457 1.74529 -0.4575 0.7422 -0.0388
H -1.15593 -4.10734 3.27701 -0.2987 0.5784 0.3432
O -5.08915 -1.71730 -1.88580 0.7144 0.0914 -0.2456
C -1.54306 -4.19912 1.22028 -0.7639 -0.2479 0.6390
H -0.32310 5.13009 -0.32913 -0.5387 -0.2614 0.2724
H -3.20652 2.10152 -2.22474 -0.2072 -0.1694 0.2657
H 5.50460 1.43198 -1.06596 -0.3238 0.1065 0.0986
O 6.66911 -0.79520 -0.82563 0.2281 -0.0265 -0.6598
H -1.27817 0.15651 -1.19357 0.6050 0.0885 -0.4862
H 5.30015 -1.94189 -2.24373 0.1509 -0.0286 1.0017
H 0.20889 2.48825 -3.13078 0.0028 0.1926 -0.3848
O -1.18760 -5.51582 0.84703 -0.4929 -0.3764 -1.0234
H -2.29021 -2.73893 -2.90802 0.2807 0.3732 -0.1797
S 1.76954 -0.80547 0.03174 -3.6319 1.7487 -0.7026
H -0.32989 -6.46726 2.36812 -0.1271 -0.4374 0.4442
H -1.64696 1.52249 6.34560 0.3740 -0.0218 0.0498
O -0.66548 1.27827 3.34666 1.0172 -0.6947 -1.0744
O 0.58865 -1.10127 1.19327 2.4412 0.6572 -0.7691
N 5.24977 0.91165 -0.24317 0.2852 1.2030 -1.3005
H 0.60704 -0.12734 -3.03824 0.4561 -0.3637 -0.0539
O 2.22576 0.57189 0.02289 -0.9471 -1.4216 0.4217
O -1.41589 0.59712 -4.30884 -0.3304 0.1800 0.1609
N -0.79866 -1.02730 -5.71851 -0.9564 -1.1927 -2.0871
C -4.01267 2.58700 -2.78437 2.8960 -0.8292 0.9927
C 1.57806 3.94188 -2.25552 -1.7480 -0.8755 -0.7256
O 2.75503 -1.80696 -0.06214 -0.9401 -0.5749 0.6901
H -0.06068 2.08008 -0.88836 0.3206 0.1406 0.0633
C -2.38473 -5.71828 2.93351 1.0048 -1.1391 -2.1475
H 2.83999 4.08952 2.94323 -0.1547 0.0096 0.0204
H -5.72655 2.46249 -5.41248 -0.4899 0.9046 -0.2439
H -0.38424 0.73499 0.95092 -0.0094 -0.0808 0.3607
O 4.17839 1.52643 2.27387 -0.9710 -0.7629 0.6251
C 3.57507 2.23393 3.08411 2.8773 1.5929 -0.9254
H 2.94089 -1.57684 6.38037 0.4290 0.1886 0.0961
C -0.56529 -0.32475 0.77772 0.3170 0.0877 1.1764
C -2.66076 1.43834 4.46512 -0.4594 0.9302 0.1204
H 0.39559 2.58141 4.60995 0.1776 -0.1048 -0.1671
H 3.94683 -2.51849 -1.24967 0.5090 0.1923 -0.1784
H -3.32554 -6.05120 2.49318 -0.3880 0.2523 0.5849
C 3.59059 -2.20214 -3.19469 -1.6520 -3.0227 -1.1088
H -4.92587 -3.95238 -1.31264 0.2792 -0.9141 -0.1714
H -6.34246 3.07571 -3.80109 -0.1360 0.3107 -0.2765
H 0.29309 0.82941 5.07062 0.2058 0.1674 0.0373
C -4.12844 -2.42791 -2.17505 -0.8994 1.0305 0.3453
H 1.09418 -1.25121 -4.35127 0.6319 -0.0796 1.1229
H 4.38182 1.04192 0.24634 0.0254 0.5502 -0.2577
C -1.54946 1.97282 5.35618 -0.4042 0.0750 1.5070
H -1.70929 -7.40261 1.69007 0.2273 0.1042 -0.6203
H 5.26422 -2.29313 -4.24437 0.0491 0.1994 -0.6446
H -2.23095 -6.02268 3.96538 -0.2762 -0.0399 -0.0475
H 5.39709 -1.80024 1.32157 0.4842 -0.0331 -0.5366
H 4.80609 -0.25544 1.65744 0.1052 -0.1076 -0.0503
H 1.80641 4.65670 -3.04805 0.5280 0.6276 0.6913
H -3.60544 1.91743 4.73518 0.1250 0.7907 -0.6731
C -3.40405 3.64071 -3.64667 -0.7554 0.2501 -0.4978
H -2.41799 -3.80059 0.69654 0.3143 -0.2914 -0.9892
N -2.93919 -2.01116 -2.66430 0.5503 0.2302 -0.4111
C -0.73570 -0.63297 -0.67551 -0.7368 -1.3917 1.1815
C 2.23968 -1.17308 4.59523 -0.4102 -2.4724 -0.8864
H -2.80384 -1.08521 -3.03679 -0.1119 0.0577 -0.1223
C -0.22927 1.68805 4.65014 -1.2749 -0.5305 -0.3084
H -1.91849 2.69868 2.70667 -0.6875 0.4400 0.6327
H -4.64359 3.16006 -2.10436 -0.4611 -0.6174 0.1062
N 4.03373 2.41839 4.32091 0.5272 -0.6970 1.4498
C -0.60104 -0.25878 -4.65115 0.3772 0.9718 2.0940
H -1.31494 -1.55593 -0.70539 -0.0612 0.0676 -0.5577
H 1.88106 -0.85140 2.68540 -0.0391 0.6568 0.1102
N 2.64609 3.12561 2.72622 -1.8775 -0.0833 -1.5734
N -4.16886 -3.75352 -1.94682 -0.4724 -0.3233 0.1372
H 2.26994 3.10045 -2.33750 0.2884 0.1419 0.3415
N 5.39465 -0.82790 1.07013 -0.2935 -0.5065 1.1459
H 0.27398 3.78401 0.74032 0.5139 0.3461 0.0993
N 2.50185 -0.56408 3.42639 0.1704 0.5956 0.0182
H -0.40120 -1.94776 -5.81109 0.2088 0.1392 0.1682
H 3.05411 0.28163 3.44182 -0.2801 -0.6421 -0.6238
H -1.33969 -0.74367 1.41576 -0.2189 0.4400 -0.0964
H -1.41725 3.18791 -1.12351 -0.1821 -0.5815 -0.3195
C -1.99552 1.67506 3.08991 -0.4900 0.0655 0.5639
H -2.97989 0.42632 4.72150 0.9513 -0.5086 -0.6554
H -1.73409 -0.94862 -6.08707 0.1215 0.0561 -0.1382
H -2.57832 3.37212 -4.30849 0.1374 -0.3858 0.3190
O 2.37804 -2.48648 -3.21507 0.5810 1.2268 0.4043
N 0.53708 -0.50838 -3.96390 -0.6795 0.2668 -1.2372
C -5.47585 2.85284 -4.42464 0.8656 -1.2950 -0.6601
```
Forces are in eV/Å.

Highest occupied orbital energy: -9.20 eV
SMILES string: O=S1(=O)OCCO1.C1CCOC1.C1CCOC1.C1CCOC1.C1CCOC1.NC(N)=O.NC(N)=O.NC(N)=O.NC(N)=O.NC(N)=O.NC(N)=O
E_tot: -83243.1234 eV
Energy relative to the best compared isomer or geometry (same formula, charge and spin): 236.72 kJ/mol